# 1
15
Properties=species:S:1:pos:R:3:forces:R:3:mulliken_charge:R:1 method="wB97M-V/def2-TZVPD" total_energy_ha=-1899.0376 multiplicity=3 relative_energy_ev=0.100 largest_force_ha_per_bohr=0.0456
O -2.697 -1.254 2.807 -0.200 -0.224 -0.066 -0.329
Ag -1.413 -0.224 1.807 -0.672 -0.972 0.198 0.688
N 0.570 -0.185 -0.976 -0.524 -0.252 0.724 -0.405
S -0.510 -1.385 -0.490 0.426 0.713 0.054 -0.106
C -1.923 -1.035 -1.612 0.193 0.126 -0.075 0.798
F -1.592 -1.261 -2.877 0.099 -0.056 -0.059 -0.215
F -2.356 0.216 -1.524 -0.020 0.193 0.159 -0.219
F -2.906 -1.862 -1.273 -0.212 -0.210 0.130 -0.219
S 0.828 1.039 -0.022 -0.158 1.479 -0.670 1.217
O -0.090 1.111 1.173 1.699 0.998 -1.270 -0.639
O 1.025 2.295 -0.728 -0.271 -1.791 1.022 -0.604
C 2.474 0.696 0.787 -0.506 0.377 -0.536 0.697
F 2.398 -0.417 1.496 -0.057 -0.481 0.310 -0.248
F 3.397 0.561 -0.148 0.160 -0.056 -0.118 -0.213
F 2.795 1.703 1.580 0.044 0.157 0.199 -0.202

---

# 2
74
Properties=species:S:1:pos:R:3:forces:R:3:mulliken_charge:R:1 method="wB97M-V/def2-TZVPD" total_energy_ha=-6166.5521 multiplicity=3 relative_energy_ev=2.438 largest_force_ha_per_bohr=0.0628 total_charge=+1
W 0.436 -0.959 0.406 1.723 0.149 2.730 -0.805
C -0.051 -3.157 4.164 -0.090 -0.023 -0.167 -1.935
C -0.276 -2.518 2.829 0.927 0.011 -0.117 1.265
N 0.740 -2.337 1.955 -1.533 -0.518 0.470 1.427
N 1.905 -2.993 2.279 0.088 -0.124 0.031 -0.984
C 3.082 -2.569 1.816 0.155 0.639 -0.353 0.809
N 4.182 -3.286 2.094 -0.271 0.067 0.046 -0.470
S 3.156 -1.155 0.906 -0.658 0.009 0.139 -0.343
C -1.500 -2.009 2.390 -0.358 0.345 -0.446 0.352
C -2.749 -2.295 2.992 0.310 0.070 0.045 -1.183
C -3.906 -1.959 2.361 -0.072 0.075 -0.186 -0.798
C -3.835 -1.331 1.098 0.156 -0.104 0.371 -1.039
C -2.615 -1.013 0.586 -0.092 0.397 -0.458 -0.346
N -1.435 -1.276 1.212 -0.155 -1.437 0.506 1.656
H -0.072 -4.249 4.120 0.003 -0.027 -0.001 0.329
H -0.818 -2.836 4.864 0.002 -0.040 0.029 0.574
H 0.914 -2.838 4.558 -0.021 -0.008 0.081 0.462
H 1.817 -3.878 2.756 -0.082 -0.029 -0.141 0.251
H 4.184 -3.981 2.823 0.075 -0.020 -0.026 0.207
H 5.061 -2.891 1.806 0.061 -0.100 0.053 0.260
H -2.763 -2.823 3.933 -0.012 -0.011 0.020 0.414
H -4.866 -2.189 2.799 -0.003 -0.039 0.046 0.450
H -4.732 -1.100 0.547 0.018 0.061 -0.084 0.509
H -2.528 -0.521 -0.372 -0.053 -0.076 0.044 0.469
C -1.315 -4.088 -3.320 0.108 0.023 -0.160 -1.648
C -0.084 -4.055 -2.440 0.276 0.555 0.852 0.843
O 1.076 -4.695 -2.946 -0.046 -0.160 -0.212 -0.648
P -0.443 -4.892 -0.823 -0.396 0.003 0.312 0.346
O -1.353 -6.148 -1.166 0.188 -0.269 -0.336 -0.584
O 0.897 -5.521 -0.280 0.235 -0.066 -0.283 -0.543
O -1.077 -3.985 0.134 -0.327 0.171 0.225 -0.327
P 0.437 -2.333 -1.900 -0.192 -1.628 -0.733 1.033
O 1.167 -1.847 -3.212 -0.166 -0.361 -0.182 -0.582
O -0.684 -1.404 -1.439 0.209 0.000 0.510 -0.479
O 1.357 -2.553 -0.694 -0.635 0.252 -0.063 -0.564
H -1.621 -5.118 -3.496 0.005 0.030 -0.019 0.429
H -1.118 -3.611 -4.281 -0.006 0.073 0.001 0.425
H -2.122 -3.549 -2.820 -0.068 -0.005 -0.067 0.350
H 1.349 -4.280 -3.775 -0.028 0.015 -0.014 0.386
H -2.254 -6.099 -0.825 0.038 0.132 0.042 0.360
H 1.548 -5.753 -0.959 -0.047 0.043 -0.054 0.385
H 1.571 -0.971 -3.166 -0.005 0.038 0.118 0.312
Br 2.042 8.401 2.358 -0.084 -0.068 -0.075 -0.168
C 1.215 7.509 0.909 0.058 -0.003 0.033 0.109
C 0.025 8.003 0.385 0.055 0.051 0.089 -0.441
C -0.552 7.383 -0.700 -0.086 -0.177 -0.104 -0.216
C 0.050 6.250 -1.274 0.951 0.471 0.039 0.120
C 1.236 5.744 -0.703 -0.228 -0.056 -0.260 0.047
C 1.814 6.374 0.376 -0.037 0.007 0.179 -0.703
N -0.477 5.753 -2.435 -1.789 -0.452 0.275 -0.726
N -0.147 4.691 -3.015 1.638 0.450 -0.167 -0.214
C 0.113 3.464 -2.569 -0.631 -0.258 -0.189 -0.114
C 0.995 2.667 -3.333 -0.096 0.260 -0.012 -0.995
C 1.481 1.475 -2.851 -0.001 -0.411 0.520 -0.855
C 0.993 0.968 -1.642 0.089 0.047 -0.146 0.685
O 1.450 -0.127 -1.030 0.698 1.336 -1.649 -0.462
C -0.053 1.621 -0.977 -0.021 0.248 0.336 -0.144
N -0.517 0.967 0.138 -0.309 1.159 -0.759 0.413
C -1.402 1.643 0.896 0.322 -0.898 0.068 -0.108
C -1.876 2.891 0.569 -0.020 0.551 -0.323 -1.595
C -1.427 3.543 -0.573 -0.151 -0.244 0.377 -0.570
C -0.476 2.913 -1.366 0.166 -0.345 -0.061 1.270
H -0.427 8.884 0.819 -0.031 -0.004 0.006 0.418
H -1.478 7.751 -1.121 0.039 0.072 -0.081 0.472
H 1.704 4.868 -1.131 0.100 0.008 0.042 0.345
H 2.726 5.985 0.806 0.022 -0.002 0.008 0.440
H 1.367 3.078 -4.260 0.005 0.044 -0.009 0.476
H 2.286 0.966 -3.368 0.039 0.011 -0.022 0.817
H -1.714 1.155 1.808 -0.020 0.031 -0.060 0.603
H -2.580 3.378 1.226 -0.050 -0.061 0.047 0.435
H -1.809 4.520 -0.825 0.017 0.032 -0.026 0.686
S 0.906 0.431 2.654 -0.189 -0.596 -1.021 -0.233
C 1.676 1.551 1.673 0.337 0.837 0.483 0.697
N 2.193 2.368 1.038 -0.053 -0.155 -0.108 -0.515

---

# 3
45
Properties=species:S:1:pos:R:3:forces:R:3:mulliken_charge:R:1 method="wB97M-V/def2-TZVPD" total_energy_ha=-3866.9324 multiplicity=6 relative_energy_ev=0.856 largest_force_ha_per_bohr=0.0228 total_charge=+3
Ru 0.484 -0.402 0.858 -0.755 -0.558 -0.698 0.789
O 2.652 -4.234 0.666 -0.148 0.139 0.002 -0.363
C 1.831 -3.226 0.746 0.071 -0.193 -0.035 0.386
O 2.135 -2.054 0.542 0.078 0.047 0.087 -0.455
C 0.438 -3.604 1.122 0.043 0.131 -0.054 0.324
C 0.011 -4.901 1.338 -0.039 -0.062 0.024 -0.422
C -1.318 -5.091 1.696 0.002 0.003 -0.002 -0.719
C -2.148 -3.986 1.831 -0.043 -0.072 0.004 -0.663
C -1.626 -2.725 1.599 0.002 0.124 0.036 1.093
N -0.356 -2.543 1.240 0.069 -0.055 0.115 -0.192
C -2.354 -1.416 1.747 -0.192 0.012 0.034 0.490
O -3.634 -1.369 2.003 0.197 0.011 -0.014 -0.405
O -1.729 -0.380 1.615 0.117 0.168 0.129 -0.483
H 3.549 -3.952 0.427 0.126 -0.014 -0.027 0.423
H 0.693 -5.733 1.236 0.010 0.000 -0.006 0.545
H -1.700 -6.086 1.877 -0.001 -0.007 -0.003 0.486
H -3.180 -4.132 2.122 0.002 0.000 0.011 0.251
H -4.056 -2.231 2.116 -0.093 -0.069 -0.001 0.311
O 6.114 2.511 -0.444 0.128 0.058 -0.114 -0.315
C 4.967 1.939 -0.410 -0.104 -0.038 0.124 0.949
C 4.330 1.365 -1.583 0.204 0.174 0.214 -0.378
C 3.092 0.773 -1.408 -0.371 -0.056 0.340 -0.774
N 2.502 0.721 -0.212 0.337 0.023 -0.318 0.137
C 3.109 1.275 0.875 0.195 0.075 -0.159 0.297
Br 2.067 1.101 2.417 0.058 0.196 0.549 0.083
C 4.319 1.888 0.869 0.010 -0.049 -0.373 -0.448
H 6.556 2.556 -1.317 -0.017 -0.001 0.049 0.398
H 4.811 1.402 -2.554 0.016 0.011 0.023 0.419
H 2.555 0.335 -2.239 0.010 -0.028 -0.005 0.538
H 4.792 2.325 1.739 0.015 -0.004 -0.009 0.534
C -3.500 2.579 -0.183 -0.051 -0.071 -0.076 -1.533
C -2.460 2.545 -1.315 0.251 -0.114 0.098 1.895
C -3.059 2.004 -2.624 -0.082 -0.013 0.042 -1.565
C -1.840 3.937 -1.529 -0.032 -0.062 -0.020 -1.561
C -1.391 1.615 -0.904 -0.033 0.175 -0.173 -0.250
N -0.555 0.881 -0.605 0.042 0.043 0.211 -0.401
H -4.341 3.179 -0.531 -0.019 0.011 0.050 0.453
H -3.099 3.037 0.720 0.029 0.004 0.003 0.383
H -3.866 1.581 0.059 -0.037 0.017 -0.028 0.335
H -3.908 2.637 -2.879 0.006 -0.017 -0.057 0.416
H -3.417 0.980 -2.514 -0.028 0.024 0.015 0.391
H -2.341 2.042 -3.442 0.016 0.008 0.003 0.408
H -2.632 4.603 -1.869 0.008 0.018 0.010 0.404
H -1.064 3.917 -2.295 -0.005 0.006 -0.005 0.400
H -1.431 4.339 -0.603 0.011 0.006 0.004 0.390